*1*
Formula: C3H4S
Source: OMol25
Level of theory: the ωB97M-V functional and the def2-TZVPD basis

Each line ends with the Löwdin charge.
CARTESIAN COORDINATES (ANGSTROEM)
C (0.0917, 0.5232, -0.5509)  -0.262
C (-0.8649, -0.3878, -0.7312)  -0.418
C (0.6116, 0.1032, 0.7425)  -0.432
S (-0.6903, -1.2237, 0.8159)  0.820
H (0.3702, 1.1967, -1.2762)  0.068
H (-1.5772, -0.4956, -1.5804)  0.086
H (1.5391, -0.4025, 0.9217)  0.064
H (0.5197, 0.6866, 1.6587)  0.075

Computed properties:
- net charge = 0
- E_HOMO (eV) = -8.3947
- LUMO level (eV) = 0.89
- gap between HOMO and LUMO (hartree) = 0.34118

*2*
Formula: C3H4S
Source: OMol25
Level of theory: the ωB97M-V functional and the def2-TZVPD basis

Each line ends with the Löwdin charge.
CARTESIAN COORDINATES (ANGSTROEM)
C (2.2174, 1.0580, -0.9809)  0.000
C (2.2457, 0.2002, -0.1009)  -0.024
C (-1.9939, -0.8339, 0.7808)  -0.592
S (-2.4431, 0.5028, 0.0301)  0.576
H (2.4459, 1.6940, -1.8133)  0.015
H (-2.8225, -1.1043, 1.4114)  -0.030
H (1.7085, -0.1567, 0.7586)  0.013
H (-1.3579, -1.3601, -0.0858)  0.042

Computed properties:
- net charge = 0
- E_HOMO (eV) = -8.7460
- LUMO level (eV) = -0.67
- gap between HOMO and LUMO (hartree) = 0.29695
- structure (SMILES) = C#C.C=S

Need the numbers? Relative energies in hartree: *1* 0.0000; *2* 0.1147.